(1)
{"formula": "C2H9N3", "method": "ωB97M-V/def2-TZVPD", "gap_ev": 9.849, "mol_weight_g_mol": 75.115, "total_charge": 2, "symbols": ["C", "C", "N", "N", "N", "H", "H", "H", "H", "H", "H", "H", "H", "H"], "positions_angstrom": [[-1.721906, -0.582590, -0.532977], [1.024625, 0.149477, 0.413670], [-0.981414, 0.332116, 0.185961], [-1.267098, -1.712480, -0.998674], [1.645046, 1.413166, 0.578111], [-2.854433, -0.341738, -0.762341], [1.489180, -0.580860, -0.324645], [0.889907, -0.523453, 1.316790], [-1.423296, 1.097643, 0.502124], [-1.969919, -2.284106, -1.367804], [-0.357007, -2.187526, -0.729236], [1.464247, 2.046590, -0.226026], [2.659853, 1.254036, 0.562423], [1.402214, 1.919724, 1.382623]], "forces_ev_per_angstrom": [[0.3, 2.2, 1.1], [-4.4, -4.3, 0.8], [3.9, -5.7, -3.2], [1.8, 0.3, 1.4], [0.7, 0.4, -2.5], [2.4, -0.3, 0.7], [-0.9, 1.8, 0.0], [0.5, 1.7, -0.5], [-1.6, 3.6, 1.5], [-0.9, -1.4, -1.0], [-1.7, 1.0, -0.6], [0.1, -0.2, 0.1], [0.4, 0.2, 0.2], [-0.5, 0.8, 2.0]]}

=====

(2)
{"formula": "C2H9N3O", "method": "ωB97M-V/def2-TZVPD", "gap_ev": 10.041, "mol_weight_g_mol": 91.114, "total_charge": 0, "symbols": ["C", "C", "O", "N", "N", "N", "H", "H", "H", "H", "H", "H", "H", "H", "H"], "positions_angstrom": [[-1.390104, 1.005047, 0.190306], [-0.641760, -0.227677, -0.244146], [-1.346223, -1.405886, 0.011599], [0.612821, -0.199220, 0.384528], [1.216305, -1.476273, 0.041443], [1.449019, 0.839073, 0.062785], [-1.416541, 0.861985, 1.298271], [-2.322450, 1.025192, -0.439250], [-0.797458, 1.809650, -0.027989], [-0.401909, -0.133345, -1.472298], [-1.187205, -1.549188, 1.035580], [1.306093, -1.505182, -1.016976], [2.110353, -1.579634, 0.426337], [1.486233, 0.984649, -1.007534], [1.322819, 1.550806, 0.757337]], "forces_ev_per_angstrom": [[-1.7, -2.5, 0.0], [-0.4, 1.0, -3.4], [0.5, 0.1, 2.9], [1.9, -3.1, 1.0], [-1.6, 0.4, -2.0], [0.5, -0.3, -1.9], [-0.9, 0.5, -0.8], [0.5, 0.2, 1.4], [1.2, 2.3, -0.5], [-0.9, -0.6, 2.5], [-0.5, 0.1, -3.0], [0.0, 0.0, 1.4], [1.4, 0.4, 0.8], [-0.2, 0.6, 2.3], [0.1, 0.9, -0.7]]}

=====

(3)
{"formula": "C2H9N3O", "method": "ωB97M-V/def2-TZVPD", "gap_ev": 9.300, "mol_weight_g_mol": 91.114, "total_charge": 0, "symbols": ["H", "N", "C", "N", "N", "C", "H", "H", "H", "H", "H", "H", "O", "H", "H"], "positions_angstrom": [[-1.389108, 1.286520, -0.558584], [-0.423517, 1.143247, -0.260837], [0.114158, 0.001152, -0.681521], [-0.585920, -0.950723, -1.471555], [1.360124, -0.392629, -0.169854], [2.470921, 0.357164, 0.432969], [-0.469227, -1.929134, -1.149156], [-1.489527, -0.573840, -1.684358], [1.896242, -0.887522, -0.885965], [2.873566, -0.481527, 1.081662], [3.047116, 0.568913, -0.448054], [2.087963, 1.284645, 0.886367], [-3.320543, 0.583397, 1.546840], [-3.305136, -0.227499, 1.071945], [-2.867113, 0.217836, 2.290101]], "forces_ev_per_angstrom": [[0.2, -0.3, 0.0], [1.7, -2.1, -1.2], [-1.5, 2.7, 2.2], [2.0, 0.0, 0.9], [-0.7, -1.5, -2.3], [-1.7, -0.6, 0.4], [-0.5, 1.1, -0.5], [-0.4, -0.6, 0.0], [-1.1, -0.6, 0.1], [0.3, 1.9, -0.3], [1.2, 0.6, 0.3], [0.5, -0.6, 0.3], [-0.2, 0.4, 0.1], [-0.5, -0.9, -1.6], [0.7, 0.5, 1.5]]}

=====

(4)
{"formula": "C2H9N3O", "method": "ωB97M-V/def2-TZVPD", "gap_ev": 8.602, "mol_weight_g_mol": 91.114, "total_charge": 0, "symbols": ["C", "N", "O", "H", "H", "H", "C", "N", "N", "H", "H", "H", "H", "H", "H"], "positions_angstrom": [[-0.948017, -0.178367, 1.287135], [-0.512005, 0.943924, 1.820322], [-1.397193, 1.982552, 1.418895], [-0.482868, -1.123046, 1.599330], [-1.941544, -0.250065, 0.819360], [-1.084343, 2.734014, 1.952853], [1.688695, -0.810128, -0.673189], [0.589585, 0.125691, -0.869875], [-0.353173, -0.363486, -1.833584], [2.431558, -0.365397, -0.005535], [2.182859, -1.057398, -1.616841], [1.331516, -1.742462, -0.222844], [0.415478, 0.880360, -0.143064], [-0.894376, -1.145892, -1.463731], [-1.026172, 0.369700, -2.069231]], "forces_ev_per_angstrom": [[0.0, 1.7, 2.6], [-1.8, -2.5, -1.4], [0.6, 0.1, 0.5], [0.3, 0.7, -0.4], [0.6, 0.3, -0.2], [-0.2, -0.3, -0.4], [-0.6, 0.8, 0.1], [1.0, 0.8, -0.1], [-0.1, 0.7, 0.5], [-0.1, 0.0, 0.0], [-0.1, 0.1, 0.0], [0.1, -0.3, 0.1], [-0.1, -2.0, -1.8], [-0.1, 0.1, 0.3], [0.5, -0.2, 0.1]]}

=====

(5)
{"formula": "C2H9N3O", "method": "ωB97M-V/def2-TZVPD", "gap_ev": 10.147, "mol_weight_g_mol": 91.114, "total_charge": 0, "symbols": ["H", "N", "C", "N", "H", "H", "H", "N", "C", "O", "H", "H", "H", "H", "H"], "positions_angstrom": [[2.752553, 0.729351, -0.340307], [1.977356, 0.309604, 0.162969], [1.807726, 0.752035, 1.338015], [0.628081, 0.540360, 1.997321], [2.586593, 1.117601, 2.015462], [0.019277, -0.096444, 1.497998], [0.653389, 0.474357, 3.000012], [-1.641655, 0.388832, -1.207197], [-1.435923, -1.031210, -1.211159], [-0.091363, -1.321857, -0.868863], [-1.143956, 0.930153, -1.898561], [-2.599681, 0.690652, -1.175414], [-1.711470, -1.594421, -2.112397], [-2.120439, -1.446252, -0.456503], [0.319511, -0.442759, -0.741376]], "forces_ev_per_angstrom": [[0.4, -0.4, 0.4], [-0.4, 1.1, -1.0], [0.1, -1.1, 1.1], [0.2, -0.1, -0.3], [0.0, 0.7, -0.4], [-0.2, 0.1, 0.2], [-0.1, 0.0, 0.0], [0.1, 0.5, 0.1], [-0.3, -0.7, 0.4], [-0.7, 0.6, -0.3], [0.0, -0.3, -0.3], [-0.2, -0.1, 0.0], [0.3, 0.4, -0.4], [0.1, 0.1, 0.2], [0.5, -0.6, 0.3]]}

=====

(6)
{"formula": "C2H9N3O", "method": "ωB97M-V/def2-TZVPD", "gap_ev": 10.459, "mol_weight_g_mol": 91.114, "total_charge": 0, "symbols": ["H", "N", "C", "N", "H", "H", "H", "N", "C", "O", "H", "H", "H", "H", "H"], "positions_angstrom": [[-0.537688, -1.312962, 2.968007], [-1.513136, -1.204200, 2.697747], [-1.578152, -0.400817, 1.735294], [-2.825153, -0.120645, 1.117673], [-0.696231, 0.101741, 1.320478], [-3.015387, -0.787811, 0.379626], [-2.828135, 0.800564, 0.698880], [1.941158, -0.718659, -1.576990], [1.288028, 0.525274, -1.750593], [2.216126, 1.610267, -1.600535], [2.639736, -0.876866, -2.289815], [2.374690, -0.800718, -0.668872], [0.862344, 0.582358, -2.752253], [0.511533, 0.637552, -0.989626], [1.735347, 2.448769, -1.642251]], "forces_ev_per_angstrom": [[0.0, 0.0, 0.1], [0.2, -0.3, 0.1], [-0.3, 0.2, -0.3], [0.3, 0.2, -0.1], [0.0, 0.2, 0.1], [-0.2, -0.2, 0.2], [0.1, 0.0, -0.1], [-0.1, -0.3, -0.1], [0.2, 0.4, 0.1], [0.0, 0.3, 0.0], [0.0, 0.0, 0.0], [0.0, 0.1, 0.0], [-0.2, -0.2, 0.0], [-0.2, -0.1, -0.1], [0.1, -0.2, 0.0]]}

=====

(7)
{"formula": "C2H9N3O", "method": "ωB97M-V/def2-TZVPD", "gap_ev": [8.315, 8.315], "mol_weight_g_mol": 91.114, "total_charge": 0, "symbols": ["C", "N", "O", "H", "H", "H", "N", "C", "N", "H", "H", "H", "H", "H", "H"], "positions_angstrom": [[2.083818, -0.211555, 0.756343], [1.380912, 0.269511, -0.444713], [1.193643, -0.633305, -1.312592], [3.149539, -0.186687, 0.522184], [1.802328, -1.234745, 1.026036], [1.887283, 0.473964, 1.583471], [-1.959848, 1.223456, -0.203769], [-1.128806, 0.149464, 0.188772], [-1.213292, -1.004636, -0.611295], [-1.850983, 1.504634, -1.169336], [-2.633154, 1.546303, 0.475874], [-1.204605, -0.075927, 1.254962], [0.075744, 0.550068, 0.049888], [-1.208687, -0.774012, -1.601049], [-0.373892, -1.596533, -0.514776]], "forces_ev_per_angstrom": [[-0.1, -0.2, 0.2], [0.2, -0.9, -1.8], [0.7, 1.2, 1.3], [-0.1, 0.0, 0.0], [0.0, 0.0, -0.1], [0.0, 0.0, -0.1], [0.6, -0.6, 0.4], [1.3, 0.6, -0.1], [0.4, -0.7, -0.1], [-0.7, 0.4, 0.6], [0.1, 0.3, -0.9], [-0.2, 0.0, -0.1], [-1.5, -0.2, 0.5], [-0.3, 0.1, 0.0], [-0.5, 0.2, 0.2]]}

=====

(8)
{"formula": "C2H9N3O2", "method": "ωB97M-V/def2-TZVPD", "gap_ev": 9.636, "mol_weight_g_mol": 107.113, "total_charge": 0, "symbols": ["C", "O", "H", "H", "H", "H", "C", "N", "N", "O", "N", "H", "H", "H", "H", "H"], "positions_angstrom": [[-2.295610, -1.381247, -0.234901], [-1.378573, -0.604613, -0.963512], [-0.778465, 0.574753, -0.186551], [-1.994055, -1.504748, 0.816815], [-3.280137, -0.901121, -0.247992], [-2.408269, -2.381620, -0.671024], [1.206024, 0.290596, 0.146213], [1.027000, -0.885676, -0.403232], [2.414395, 0.841018, 0.453609], [0.280397, 2.425104, 0.382962], [0.083302, 1.017926, 0.370184], [-0.124150, 2.713774, 1.211439], [1.830802, -1.496870, -0.450162], [-0.241662, -0.983251, -0.837795], [2.423769, 1.842109, 0.575039], [3.235232, 0.433864, 0.038908]], "forces_ev_per_angstrom": [[0.1, -0.1, 0.0], [1.0, -0.4, -0.1], [0.8, 0.7, 0.4], [0.0, 0.0, 0.0], [0.1, 0.0, 0.0], [0.0, 0.0, 0.0], [0.2, 0.1, -0.8], [0.2, 0.0, 0.3], [-0.1, 0.0, 0.2], [-0.1, -0.5, 0.0], [-0.6, -0.1, -0.1], [0.1, -0.1, -0.1], [0.0, 0.2, 0.0], [-1.3, 0.3, 0.1], [0.0, -0.1, 0.0], [-0.1, 0.0, 0.0]]}

=====

Repeat the third record exactly.
{"formula": "C2H9N3O", "method": "ωB97M-V/def2-TZVPD", "gap_ev": 9.300, "mol_weight_g_mol": 91.114, "total_charge": 0, "symbols": ["H", "N", "C", "N", "N", "C", "H", "H", "H", "H", "H", "H", "O", "H", "H"], "positions_angstrom": [[-1.389108, 1.286520, -0.558584], [-0.423517, 1.143247, -0.260837], [0.114158, 0.001152, -0.681521], [-0.585920, -0.950723, -1.471555], [1.360124, -0.392629, -0.169854], [2.470921, 0.357164, 0.432969], [-0.469227, -1.929134, -1.149156], [-1.489527, -0.573840, -1.684358], [1.896242, -0.887522, -0.885965], [2.873566, -0.481527, 1.081662], [3.047116, 0.568913, -0.448054], [2.087963, 1.284645, 0.886367], [-3.320543, 0.583397, 1.546840], [-3.305136, -0.227499, 1.071945], [-2.867113, 0.217836, 2.290101]], "forces_ev_per_angstrom": [[0.2, -0.3, 0.0], [1.7, -2.1, -1.2], [-1.5, 2.7, 2.2], [2.0, 0.0, 0.9], [-0.7, -1.5, -2.3], [-1.7, -0.6, 0.4], [-0.5, 1.1, -0.5], [-0.4, -0.6, 0.0], [-1.1, -0.6, 0.1], [0.3, 1.9, -0.3], [1.2, 0.6, 0.3], [0.5, -0.6, 0.3], [-0.2, 0.4, 0.1], [-0.5, -0.9, -1.6], [0.7, 0.5, 1.5]]}